1.
C4H5NO2S | ωB97M-V/def2-TZVPD

Summary:
Kohn-Sham gap ... 8.283 eV
SMILES ... C=S(=O)=O.C=CC#N
HOMO level ... -0.355 Ha
LUMO level ... -1.3847 eV
E_tot ... -20643.8578 eV
Relative energy (zero: lowest compared OMol25 entry of this formula, charge and spin) ... 610.0 kJ/mol
Molar mass ... 131.2 g/mol

```
! RIJCOSX wB97M-V def2-TZVPD def2/J DEFGRID3
* xyz 0 1
C 2.149 0.160 -0.200
C -0.437 1.397 -0.047
C 0.279 -1.589 -0.176
C 1.187 -0.662 0.313
N 2.432 1.246 -0.513
O -2.324 -0.008 1.239
O -1.972 -0.328 -1.162
S -1.851 0.515 0.024
H -0.028 1.952 0.773
H -0.085 1.562 -1.068
H 0.417 -2.481 -0.766
H -0.628 -1.637 0.357
H 0.862 -0.126 1.227
*
```

Atom charges from the Mulliken analysis, given in e for atoms 1 to 2: 0.385, -0.735



2.
C4H5NO2S | ωB97M-V/def2-TZVPD

Summary:
Kohn-Sham gap (alpha / beta) ... 6.719 / 7.909 eV
HOMO level (alpha / beta) ... -0.269 / -0.292 Ha
LUMO level (alpha / beta) ... -0.5914 / -0.0486 eV
E_tot ... -20643.0099 eV
Relative energy (zero: lowest compared OMol25 entry of this formula, charge and spin) ... 691.8 kJ/mol
Molar mass ... 131.2 g/mol

```
! RIJCOSX wB97M-V def2-TZVPD def2/J DEFGRID3
* xyz 0 1
C -0.217 -1.421 -0.019
C 1.053 -1.915 0.121
C 2.191 0.151 -0.029
C -1.482 1.712 0.171
N -0.310 -0.103 -0.198
O 2.089 -1.089 -0.110
O -1.632 0.324 -0.207
S 2.442 1.466 -0.888
H -1.011 -2.151 0.142
H 1.225 -2.909 0.302
H -0.591 2.058 -0.325
H -1.353 1.673 1.264
H -2.403 2.204 -0.223
*
```

Atom charges from the Mulliken analysis, given in e for atoms 1 to 2: 0.133, -0.486



3.
C4H5NO2S | ωB97M-V/def2-TZVPD

Summary:
Kohn-Sham gap ... 8.435 eV
SMILES ... O=C(O)C1=NSCC1
HOMO level ... -0.312 Ha
LUMO level ... -0.0675 eV
E_tot ... -20647.5898 eV
Relative energy (zero: lowest compared OMol25 entry of this formula, charge and spin) ... 249.9 kJ/mol
Molar mass ... 131.2 g/mol

```
! RIJCOSX wB97M-V def2-TZVPD def2/J DEFGRID3
* xyz 0 1
C 0.890 -0.707 1.413
C 0.132 -0.111 0.275
C -1.766 0.845 -0.959
C -1.066 0.606 0.422
H 0.492 -1.159 3.413
H -2.425 -0.048 -1.066
H -2.237 1.810 -1.054
H -0.704 1.660 0.676
H -1.859 0.287 1.289
N 0.577 -0.268 -0.966
O 0.046 -0.868 2.467
O 2.111 -0.961 1.221
S -0.231 0.635 -2.056
*
```

Atom charges from the Mulliken analysis, given in e for atoms 1 to 2: 0.361, 0.446



4.
C4H5NO2S | ωB97M-V/def2-TZVPD

Summary:
Kohn-Sham gap ... 7.217 eV
SMILES ... Cc1oc(=S)[nH]c1O
HOMO level ... -0.261 Ha
LUMO level ... 0.1048 eV
E_tot ... -20646.5561 eV
Relative energy (zero: lowest compared OMol25 entry of this formula, charge and spin) ... 349.6 kJ/mol
Molar mass ... 131.2 g/mol

```
! RIJCOSX wB97M-V def2-TZVPD def2/J DEFGRID3
* xyz 0 1
C 0.300 0.480 -0.147
C -0.005 -1.118 0.119
C -1.881 0.143 0.054
C 1.446 1.359 -0.116
N -1.339 -1.127 -0.073
O -0.894 1.072 0.059
O 0.709 -2.210 0.037
S -3.501 0.426 0.085
H 1.129 2.205 0.472
H 1.801 1.553 -1.072
H 2.437 0.989 0.318
H -1.837 -1.895 0.153
H 1.635 -1.877 0.111
*
```

Atom charges from the Mulliken analysis, given in e for atoms 1 to 2: 0.522, 0.104



5.
C4H5NO2S | ωB97M-V/def2-TZVPD

Summary:
Kohn-Sham gap (alpha / beta) ... 7.796 / 7.542 eV
HOMO level (alpha / beta) ... -0.259 / -0.363 Ha
LUMO level (alpha / beta) ... 0.7354 / -2.3420 eV
E_tot ... -20643.2890 eV
<S²> ... 2.037
Relative energy (zero: lowest compared OMol25 entry of this formula, charge and spin) ... 143.0 kJ/mol
Molar mass ... 131.2 g/mol

```
! RIJCOSX wB97M-V def2-TZVPD def2/J DEFGRID3
* xyz 0 3
C -0.820 0.130 -0.116
C -0.123 0.955 -0.930
C -0.284 -0.999 0.750
C 1.222 1.253 -1.146
N 0.731 -0.865 1.528
O 3.624 1.898 -0.649
O 0.996 -1.913 2.361
S 2.522 1.212 -0.049
H -1.861 0.285 -0.266
H -0.795 1.434 -1.529
H -0.928 -1.917 0.960
H 1.428 1.735 -1.994
H 1.988 -1.862 2.417
*
```

Atom charges from the Mulliken analysis, given in e for atoms 1 to 2: -0.366, -0.073



6.
C4H5NO2S2 | ωB97M-V/def2-TZVPD

Summary:
Kohn-Sham gap ... 9.570 eV
HOMO level ... -0.342 Ha
LUMO level ... 0.2625 eV
E_tot ... -31482.3007 eV
Relative energy (zero: lowest compared OMol25 entry of this formula, charge and spin) ... 229.5 kJ/mol
Molar mass ... 163.2 g/mol

```
! RIJCOSX wB97M-V def2-TZVPD def2/J DEFGRID3
* xyz 0 1
C -1.306 1.341 -0.684
C -2.363 0.922 -1.524
C -0.994 0.374 0.213
C 2.105 -1.411 0.919
N -2.663 -0.383 -1.345
O 2.532 1.050 1.191
O 0.096 0.313 1.049
S -1.934 -1.097 -0.120
S 1.715 0.273 0.298
H -0.845 2.301 -0.740
H -2.955 1.585 -2.230
H 1.246 -2.153 0.813
H 2.458 -1.271 1.855
H 2.908 -1.844 0.305
*
```

Atom charges from the Mulliken analysis, given in e for atoms 1 to 2: -0.379, -0.287



7.
C4H5NO3 | ωB97M-V/def2-TZVPD

Summary:
Kohn-Sham gap ... 10.033 eV
SMILES ... C=C(NC=O)C(=O)O
HOMO level ... -0.371 Ha
LUMO level ... -0.0728 eV
E_tot ... -11858.6874 eV
Relative energy (zero: lowest compared OMol25 entry of this formula, charge and spin) ... 319.7 kJ/mol
Molar mass ... 115.1 g/mol

```
! RIJCOSX wB97M-V def2-TZVPD def2/J DEFGRID3
* xyz 0 1
C 1.261 -1.045 0.080
C 0.526 0.354 0.124
C 1.261 1.472 0.125
C -1.827 -0.248 -0.105
H -0.155 -2.170 -0.105
H 2.343 1.644 0.292
H 0.523 2.389 -0.256
H -1.507 1.510 -0.298
H -2.848 0.056 -0.138
N -0.948 0.703 -0.076
O 0.800 -2.333 -0.245
O 2.434 -0.859 0.176
O -1.863 -1.473 0.425
*
```

Atom charges from the Mulliken analysis, given in e for atoms 1 to 2: 0.295, 0.407



8.
C4H5NO3 | ωB97M-V/def2-TZVPD

Summary:
Kohn-Sham gap ... 8.562 eV
SMILES ... CC(=C=O)NC(=O)O
HOMO level ... -0.295 Ha
LUMO level ... 0.5347 eV
E_tot ... -11860.8515 eV
Relative energy (zero: lowest compared OMol25 entry of this formula, charge and spin) ... 110.9 kJ/mol
Molar mass ... 115.1 g/mol

```
! RIJCOSX wB97M-V def2-TZVPD def2/J DEFGRID3
* xyz 0 1
C -1.956 -0.152 0.469
C 1.631 -0.278 -0.509
C -0.056 1.348 1.059
C -0.554 0.353 0.337
O 2.126 -0.621 -1.712
N 0.258 -0.287 -0.565
O 2.359 -0.198 0.461
O 0.191 2.223 1.803
H 3.086 -0.707 -1.538
H -0.140 -0.798 -1.343
H -2.604 0.578 0.962
H -2.387 -0.401 -0.505
H -1.954 -1.062 1.081
*
```

Atom charges from the Mulliken analysis, given in e for atoms 1 to 2: -1.301, 0.468



9.
C4H5NO3 | ωB97M-V/def2-TZVPD

Summary:
Kohn-Sham gap ... 10.050 eV
SMILES ... COn1ccc(=O)o1
HOMO level ... -0.364 Ha
LUMO level ... 0.1582 eV
E_tot ... -11857.1067 eV
Relative energy (zero: lowest compared OMol25 entry of this formula, charge and spin) ... 472.2 kJ/mol
Molar mass ... 115.1 g/mol

```
! RIJCOSX wB97M-V def2-TZVPD def2/J DEFGRID3
* xyz 0 1
C 0.763 -0.993 1.614
C -0.657 -0.468 -1.047
C -1.200 0.746 -1.315
C -0.208 1.758 -0.766
H 0.565 0.091 2.106
H 1.447 -1.615 2.205
H -0.246 -1.523 1.712
H -0.966 -1.500 -1.312
H -2.184 0.875 -1.622
N 0.692 -0.290 -0.767
O 1.311 -1.043 0.336
O -0.190 2.953 -0.878
O 0.874 1.009 -0.264
*
```

Atom charges from the Mulliken analysis, given in e for atoms 1 to 2: -0.495, -0.082



10.
C4H5NO3 | ωB97M-V/def2-TZVPD

Summary:
Kohn-Sham gap ... 9.653 eV
SMILES ... O[C@@H]1C[C@@]12OC=NO2
HOMO level ... -0.325 Ha
LUMO level ... 0.8160 eV
E_tot ... -11856.4426 eV
Relative energy (zero: lowest compared OMol25 entry of this formula, charge and spin) ... 536.3 kJ/mol
Molar mass ... 115.1 g/mol

```
! RIJCOSX wB97M-V def2-TZVPD def2/J DEFGRID3
* xyz 0 1
C -1.529 0.037 0.310
C -1.200 -1.370 -0.198
C -0.160 -0.384 -0.264
C 1.525 0.617 -1.114
H -0.547 0.916 1.994
H -2.342 0.681 -0.059
H -1.557 -1.720 -1.107
H -0.956 -2.155 0.554
H 1.928 1.241 -1.856
N 1.954 0.499 0.082
O -1.446 0.274 1.696
O 0.307 0.235 -1.484
O 0.886 0.009 0.725
*
```

Atom charges from the Mulliken analysis, given in e for atoms 1 to 2: -0.273, -0.679



11.
C4H5NO3 | ωB97M-V/def2-TZVPD

Summary:
Kohn-Sham gap ... 10.021 eV
SMILES ... O=C[C@@H]1CONC1=O
HOMO level ... -0.353 Ha
LUMO level ... 0.4191 eV
E_tot ... -11859.0125 eV
Relative energy (zero: lowest compared OMol25 entry of this formula, charge and spin) ... 288.4 kJ/mol
Molar mass ... 115.1 g/mol

```
! RIJCOSX wB97M-V def2-TZVPD def2/J DEFGRID3
* xyz 0 1
C -1.737 0.309 -0.005
C -0.500 -0.466 0.317
C 0.423 0.035 1.353
C 0.461 -0.628 -0.848
H -2.225 -0.050 -0.919
H -0.793 -1.514 0.566
H 0.849 -0.743 1.970
H -0.054 0.750 2.003
H 2.591 0.187 -0.955
N 1.709 -0.212 -0.385
O -2.198 1.173 0.755
O 1.445 0.724 0.631
O 0.227 -0.979 -1.995
*
```

Atom charges from the Mulliken analysis, given in e for atoms 1 to 2: -0.140, 0.349



12.
C4H5NO3 | ωB97M-V/def2-TZVPD

Summary:
Kohn-Sham gap ... 5.286 eV
HOMO level ... -0.305 Ha
LUMO level ... -3.0015 eV
E_tot ... -11853.2956 eV
Relative energy (zero: lowest compared OMol25 entry of this formula, charge and spin) ... 840.0 kJ/mol
Molar mass ... 115.1 g/mol

```
! RIJCOSX wB97M-V def2-TZVPD def2/J DEFGRID3
* xyz 0 1
C 2.239 -0.423 0.189
C -0.050 -0.370 -0.414
C -0.545 0.921 -0.219
C -2.233 -0.529 -0.252
H 3.160 -1.062 -0.045
H 2.623 0.549 -0.294
H 2.381 -0.025 1.238
H 0.062 1.720 -0.974
H -2.476 1.699 1.739
N -1.879 0.856 -0.435
O 1.130 -0.996 -0.326
O -3.310 -1.119 0.166
O -1.101 -1.220 -0.374
*
```

Atom charges from the Mulliken analysis, given in e for atoms 1 to 2: -0.733, 0.569



13.
C4H5NO6S | ωB97M-V/def2-TZVPD

Summary:
Kohn-Sham gap ... 7.131 eV
HOMO level ... -0.051 Ha
LUMO level ... 5.7516 eV
E_tot ... -28836.9399 eV
Molar mass ... 195.2 g/mol

```
! RIJCOSX wB97M-V def2-TZVPD def2/J DEFGRID3
* xyz -2 1
C -1.797 0.868 -2.251
C 3.102 -2.064 -0.835
C -0.547 0.924 -1.266
C 0.157 -0.348 -1.221
N 0.448 -0.897 -0.094
O -2.720 1.475 -1.752
O 3.927 -2.725 -0.289
O -1.721 0.355 -3.371
O 2.969 -1.222 -1.695
O 1.342 -1.201 2.687
O 0.140 -0.537 2.311
S 1.160 -2.399 0.087
H 0.332 1.531 -1.620
H -0.913 1.382 -0.436
H 0.320 -0.792 -2.123
H 1.578 -1.732 1.872
H 0.007 -0.612 1.378
*
```

Atom charges from the Mulliken analysis, given in e for atoms 1 to 2: 0.581, 0.665



14.
C4H5NO7PS | ωB97M-V/def2-TZVPD

Summary:
Kohn-Sham gap (alpha / beta) ... 5.370 / 5.943 eV
HOMO level (alpha / beta) ... -0.083 / -0.209 Ha
LUMO level (alpha / beta) ... 3.1120 / 0.2499 eV
E_tot ... -40174.6920 eV
<S²> ... 2.010
Molar mass ... 242.1 g/mol

```
! RIJCOSX wB97M-V def2-TZVPD def2/J DEFGRID3
* xyz -1 3
C 0.214 -1.145 -0.375
C 1.303 1.190 0.451
C -1.160 -1.055 0.151
C 0.924 0.260 -0.698
N 1.653 0.488 1.458
O -1.771 1.920 -0.405
O 0.737 -2.199 -0.801
O 1.225 2.416 0.448
O -1.194 0.026 1.375
O -1.850 -2.102 0.590
O 0.173 0.769 -1.751
O 2.257 -0.123 -1.135
P -2.160 0.572 0.160
S -3.929 -0.325 0.098
H 1.791 -0.478 1.122
H 2.275 0.774 2.268
H -2.841 -1.892 0.468
H 0.178 1.746 -1.618
H 2.174 -0.844 -1.806
*
```

Atom charges from the Mulliken analysis, given in e for atoms 1 to 2: 0.114, 0.347



15.
C4H5NOS | ωB97M-V/def2-TZVPD

Summary:
Kohn-Sham gap ... 8.041 eV
SMILES ... C=C/C(C=S)=N\O
HOMO level ... -0.328 Ha
LUMO level ... -0.8805 eV
E_tot ... -18598.3339 eV
Relative energy (zero: lowest compared OMol25 entry of this formula, charge and spin) ... 345.9 kJ/mol
Molar mass ... 115.2 g/mol

```
! RIJCOSX wB97M-V def2-TZVPD def2/J DEFGRID3
* xyz 0 1
C 0.200 0.318 0.221
C 0.468 1.595 -0.471
C 0.883 1.787 -1.736
C 0.334 -0.968 -0.547
H -0.992 1.294 2.681
H 0.312 2.487 0.111
H 1.059 2.793 -2.045
H 1.087 0.992 -2.460
H 1.200 -1.007 -1.110
N -0.181 0.259 1.500
O -0.349 1.501 1.990
S -0.620 -2.298 -0.524
*
```

Atom charges from the Mulliken analysis, given in e for atoms 1 to 2: 0.771, -0.053



16.
C4H5NOS | ωB97M-V/def2-TZVPD

Summary:
Kohn-Sham gap ... 8.618 eV
HOMO level ... -0.338 Ha
LUMO level ... -0.5877 eV
E_tot ... -18598.1553 eV
Relative energy (zero: lowest compared OMol25 entry of this formula, charge and spin) ... 363.1 kJ/mol
Molar mass ... 115.2 g/mol

```
! RIJCOSX wB97M-V def2-TZVPD def2/J DEFGRID3
* xyz 0 1
C -0.870 -1.386 0.213
C 0.420 -1.465 -0.297
C -0.869 0.905 0.514
C 0.183 1.303 -0.503
N -1.235 -0.244 0.876
O 2.390 0.188 0.908
S 1.537 -0.085 -0.558
H -1.629 -2.164 0.209
H 0.793 -2.333 -0.753
H -1.057 1.661 1.282
H -0.200 1.363 -1.597
H 0.537 2.257 -0.295
*
```

Atom charges from the Mulliken analysis, given in e for atoms 1 to 2: -0.126, -0.357



17.
C4H5NOS | ωB97M-V/def2-TZVPD

Summary:
Kohn-Sham gap ... 8.958 eV
HOMO level ... -0.334 Ha
LUMO level ... -0.1306 eV
E_tot ... -18598.4825 eV
Relative energy (zero: lowest compared OMol25 entry of this formula, charge and spin) ... 331.6 kJ/mol
Molar mass ... 115.2 g/mol

```
! RIJCOSX wB97M-V def2-TZVPD def2/J DEFGRID3
* xyz 0 1
C -1.557 -0.307 -0.259
C 0.610 0.968 -0.507
C -0.581 0.662 0.388
C 0.345 -1.228 0.525
N -0.860 -1.557 -0.110
O -2.613 -0.036 -0.730
S 1.621 -0.558 -0.677
H 0.178 1.499 -1.337
H 1.173 1.630 -0.040
H -0.908 1.406 0.940
H 0.689 -1.515 1.511
H -0.905 -2.210 -0.877
*
```

Atom charges from the Mulliken analysis, given in e for atoms 1 to 2: 0.418, -0.636



18.
C4H5NOS | ωB97M-V/def2-TZVPD

Summary:
Kohn-Sham gap ... 8.624 eV
SMILES ... C=C(C=O)NC=S
HOMO level ... -0.318 Ha
LUMO level ... -0.0323 eV
E_tot ... -18598.4873 eV
Relative energy (zero: lowest compared OMol25 entry of this formula, charge and spin) ... 331.1 kJ/mol
Molar mass ... 115.2 g/mol

```
! RIJCOSX wB97M-V def2-TZVPD def2/J DEFGRID3
* xyz 0 1
C -0.121 1.538 -0.140
C -0.431 0.289 -0.337
C 1.822 -0.748 -0.052
C -1.902 -0.340 0.280
H -1.074 2.127 0.160
H 0.870 1.992 -0.350
H 0.092 -1.791 -0.017
H 2.224 -1.801 -0.356
H -1.872 -1.432 0.857
N 0.420 -0.773 -0.275
O -2.796 0.413 0.056
S 2.768 0.524 0.175
*
```

Atom charges from the Mulliken analysis, given in e for atoms 1 to 2: -0.812, 0.638



19.
C4H5NOS2 | ωB97M-V/def2-TZVPD

Summary:
Kohn-Sham gap ... 7.170 eV
HOMO level ... -0.339 Ha
LUMO level ... -2.0514 eV
E_tot ... -29432.1499 eV
Relative energy (zero: lowest compared OMol25 entry of this formula, charge and spin) ... 477.0 kJ/mol
Molar mass ... 147.2 g/mol

```
! RIJCOSX wB97M-V def2-TZVPD def2/J DEFGRID3
* xyz 0 1
C -0.686 -0.278 2.114
C 0.539 0.092 0.104
C -0.077 -0.148 -1.204
C -0.105 0.885 -2.289
H -0.620 -0.913 3.173
H 1.085 -1.547 1.498
H 0.324 1.190 0.602
H 1.852 -0.200 0.052
H -0.305 0.456 -3.331
N 0.164 -0.774 1.182
O -1.784 0.554 1.880
S -0.694 -1.680 -1.613
S 0.308 2.363 -2.166
*
```

Atom charges from the Mulliken analysis, given in e for atoms 1 to 2: 0.038, -0.346



20.
C4H5NS | ωB97M-V/def2-TZVPD

Summary:
Kohn-Sham gap ... 9.000 eV
SMILES ... C#C/C=N\SC
HOMO level ... -0.313 Ha
LUMO level ... 0.4932 eV
E_tot ... -16551.4064 eV
Relative energy (zero: lowest compared OMol25 entry of this formula, charge and spin) ... 256.5 kJ/mol
Molar mass ... 99.2 g/mol

```
! RIJCOSX wB97M-V def2-TZVPD def2/J DEFGRID3
* xyz 0 1
C 0.130 2.158 -1.204
C 0.691 -0.870 0.985
C -0.304 -1.910 0.931
C -1.093 -2.828 0.925
H 0.104 2.836 -0.338
H 1.091 2.019 -1.608
H -0.607 2.594 -1.945
H 1.488 -1.055 1.723
H -1.756 -3.751 0.893
N 0.749 0.233 0.365
S -0.492 0.574 -0.726
*
```

Atom charges from the Mulliken analysis, given in e for atoms 1 to 2: -0.790, -0.281